Entry A
Density functional theory data (ωB97M-V with the def2-TZVPD basis set) for one molecule with the formula C7H10N2.

* E_HOMO: -8.7376 eV
* multiplicity: 1
* gap between HOMO and LUMO: 9.536 eV
* structure (SMILES): [H]/N=C\N1CC=CCC1=C
* E_LUMO: 0.8 eV

Last column: natural (NBO) charge in e.
Element x y z (Å)
H  -2.7120  -1.4503  -0.1784  0.3158
N  -2.9450  -0.5012  -0.4052  -0.6908
H  -0.4379  -1.5149  1.5680  0.2061
C  1.6753  0.7635  -0.5917  -0.4727
H  3.1385  -1.0145  -0.7118  0.2106
C  -0.1418  -1.3187  0.5274  -0.2505
C  1.3800  -1.4474  0.3950  -0.2177
H  -0.8573  2.2049  1.2143  0.1979
H  -2.1534  1.3413  -0.3988  0.1739
H  1.6806  -2.4359  0.8229  0.2068
C  2.2023  -0.6872  -0.4214  -0.1640
C  0.3160  0.9463  0.0682  0.1556
H  2.6043  1.2320  -0.1028  0.2374
H  1.8070  1.1195  -1.6464  0.2260
H  -0.5326  -2.0368  -0.1919  0.2174
C  0.1029  2.0841  0.6366  -0.4053
H  0.7757  3.0323  0.6838  0.2196
N  -0.6297  -0.0513  0.0011  -0.4663
C  -1.9165  0.2244  -0.3191  0.3002

***

Entry B
Density functional theory data (ωB97M-V with the def2-TZVPD basis set) for C7H10N2 as an isolated structure.

* E_HOMO: -8.1038 eV
* multiplicity: 1
* gap between HOMO and LUMO: 9.191 eV
* E_LUMO: 1.1 eV

Last column: natural (NBO) charge in e.
Element x y z (Å)
C  -0.8699  1.1265  0.1502  -0.0543
H  0.7097  2.3000  1.1352  0.2311
C  0.6585  -0.6716  1.0395  -0.0997
C  -1.6380  -0.7753  -0.0319  -0.2541
C  0.4999  1.7783  0.1014  -0.4632
N  0.7795  -0.1789  -1.0674  -0.4249
H  0.0746  -2.2897  -0.2052  0.2069
H  -1.8072  -1.9913  -0.1134  0.1851
N  -0.7750  -0.1658  1.0495  -0.4482
H  1.9247  -1.9360  -0.2976  0.2171
C  -0.6963  -0.0030  -1.0439  -0.0882
H  2.3365  0.4262  -0.0041  0.2090
H  -2.7008  -0.4233  0.0147  0.2192
H  0.4656  2.2130  -0.9214  0.2444
C  0.9195  -1.4447  -0.2440  -0.2576
H  -1.6816  1.8058  0.1401  0.2177
H  -1.0521  0.3541  -2.0023  0.1901
C  1.2362  0.4684  0.0784  -0.0482
H  1.0397  -0.9178  2.0812  0.2178

***

Entry C
Density functional theory data (ωB97M-V with the def2-TZVPD basis set) for a 2-piece molecular cluster, C7H10N2 overall.

* E_HOMO: -9.1324 eV
* multiplicity: 1
* gap between HOMO and LUMO: 8.159 eV
* E_LUMO: -1.0 eV

Last column: natural (NBO) charge in e.
Element x y z (Å)
N  1.8793  0.6417  -0.5609  -0.5314
H  -2.3755  1.1202  0.9094  0.2249
H  -1.8315  1.0844  -0.9441  0.2067
C  -1.8210  0.6174  0.1398  -0.4248
C  0.0553  -0.6536  -0.3189  -0.3191
H  0.5038  2.1458  -1.1362  0.2213
H  -3.2543  -1.3497  0.1372  0.2267
C  1.5986  -0.6759  -0.1791  0.4222
H  0.2464  -0.3489  -1.3012  0.2054
H  -1.0528  -2.8035  -0.4699  0.2480
H  3.1206  -1.5248  0.5191  0.3170
C  -1.0863  -1.6328  -0.3039  -0.1824
H  -0.0627  0.4159  1.4295  0.2025
C  -2.2128  -0.9010  -0.0718  -0.1939
C  -0.3898  0.6513  0.3985  -0.2620
C  0.6519  1.5802  -0.1085  -0.2123
H  0.9158  2.2962  0.8141  0.2162
H  2.9243  1.1820  0.6710  0.2858
N  2.1904  -1.8450  0.3761  -0.6507

***

Entry D
Density functional theory data (ωB97M-V with the def2-TZVPD basis set) for one molecule with the formula C7H10N2.

* E_HOMO: -7.8718 eV
* multiplicity: 1
* gap between HOMO and LUMO: 8.694 eV
* structure (SMILES): Cc1ccc(N)c(N)c1
* E_LUMO: 0.8 eV

Last column: natural (NBO) charge in e.
Element x y z (Å)
H  0.7686  -1.0908  2.9056  0.3662
H  1.2802  -1.3086  -2.8642  0.2318
C  0.8674  -0.4150  -0.2489  -0.2583
H  -2.5453  1.2902  0.2531  0.2161
N  1.1772  -0.3501  2.2027  -0.8317
H  2.1711  0.4734  -2.5973  0.2341
C  1.1195  -0.1644  -2.6474  -0.6549
H  1.9359  -0.5627  -0.4505  0.1968
H  -0.5756  0.5015  3.0523  0.3826
H  -2.2815  -0.0195  2.4001  0.3685
C  -0.9398  0.3964  1.1065  0.0360
N  -1.4090  0.7355  2.3435  -0.8016
H  2.0553  -0.8569  1.7463  0.3862
C  -1.2233  0.1755  -1.3010  -0.2043
C  -1.5595  0.7837  -0.0264  -0.1913
C  0.2008  -0.1653  -1.4074  -0.0338
H  0.4890  0.4613  -3.4796  0.2216
C  0.2786  -0.2140  1.0929  0.1409
H  -1.8095  0.3296  -2.0804  0.1952

***

Which of them is most stable? Easy: entry A.

***

Entry A
Density functional theory data (ωB97M-V with the def2-TZVPD basis set) for a 2-piece molecular cluster, C5H5Cl overall.

* E_HOMO (spin up / spin down): -8.5906 / -10.3237 eV
* multiplicity: 1
* gap between HOMO and LUMO (spin up / spin down): 8.316 / 10.144 eV
* E_LUMO (spin up / spin down): -0.3 / -0.2 eV

Last column: natural (NBO) charge in e.
Element x y z (Å)
H  0.8628  -2.0467  0.0383  0.2268
C  -0.0247  -0.1722  -0.8007  -0.0756
C  -0.0617  -0.1652  0.8293  -0.0744
H  -1.1911  1.5556  -0.0187  0.2341
C  1.0530  0.4270  0.0323  -0.0517
C  -1.1429  0.4726  -0.0154  -0.3956
Cl  2.6904  0.1871  0.0753  0.1019
C  -0.0383  -1.4479  0.0169  -0.4107
H  -0.9515  -2.0306  0.0001  0.2239
H  -2.1062  -0.0193  -0.0354  0.2252
H  0.9103  3.2396  -0.1221  -0.0040

***

Entry B
Density functional theory data (ωB97M-V with the def2-TZVPD basis set) for one molecule with the formula C5H5Cl.

* E_HOMO: -10.2143 eV
* multiplicity: 1
* gap between HOMO and LUMO: 11.008 eV
* structure (SMILES): C#C[C@@H]1C[C@H]1Cl
* E_LUMO: 0.8 eV

Last column: natural (NBO) charge in e.
Element x y z (Å)
C  0.8405  -1.2005  0.2002  -0.2088
H  -0.2991  3.0436  1.9646  0.2247
C  0.0720  1.4953  0.4392  -0.0331
C  -0.4987  -1.0989  -0.4748  -0.4418
H  0.8170  -1.1082  1.2571  0.2377
C  0.4780  0.0231  -0.5992  -0.1764
C  0.0321  2.3032  1.3395  -0.3025
Cl  2.1022  -2.4176  -0.1896  -0.0370
H  -0.6612  -1.7557  -1.3121  0.2349
H  -1.3219  -1.1381  0.2088  0.2389
H  0.7662  0.5130  -1.5139  0.2634

***

Which of them is most stable? Easy: entry B.

***

Entry A
Density functional theory data (ωB97M-V with the def2-TZVPD basis set) for C3H3IN2S as an isolated structure.

* E_HOMO (spin up / spin down): -8.4279 / -8.4243 eV
* multiplicity: 1
* gap between HOMO and LUMO (spin up / spin down): 6.638 / 6.630 eV
* E_LUMO (spin up / spin down): -1.8 / -1.8 eV

Last column: natural (NBO) charge in e.
Element x y z (Å)
C  0.1449  -0.8310  0.2525  -0.3871
I  -3.1876  -0.4140  -0.1879  0.3035
N  2.1291  0.3548  0.1903  -0.6151
C  -0.3099  0.4345  -0.1039  -0.0534
N  -1.5303  0.9471  -0.1164  -0.6877
H  2.2327  -1.6903  0.6107  0.2066
H  -1.5646  2.1493  -1.2021  0.3578
H  -0.5604  -1.6859  0.5133  0.2487
C  1.5559  -0.7845  0.3347  0.0440
S  1.0902  1.5198  -0.2913  0.5828

***

Entry B
Density functional theory data (ωB97M-V with the def2-TZVPD basis set) for a 2-piece molecular cluster, C3H3IN2S overall.

* E_HOMO (spin up / spin down): -8.8306 / -8.9923 eV
* multiplicity: 1
* gap between HOMO and LUMO (spin up / spin down): 6.434 / 7.927 eV
* E_LUMO (spin up / spin down): -2.4 / -1.1 eV

Last column: natural (NBO) charge in e.
Element x y z (Å)
N  0.0277  0.2247  2.2149  -0.5001
I  4.6459  -0.5634  -0.3572  0.1212
C  0.6611  -0.6889  1.3523  -0.0959
H  1.0057  -1.5732  1.7534  0.2202
C  -0.3256  1.1932  1.4859  0.4611
N  -0.0926  1.0635  0.1572  -0.5963
S  3.2198  1.2218  0.2217  -0.1590
H  0.8694  -0.3963  -0.9784  0.2306
C  0.5183  -0.1863  0.0783  -0.0996
H  -0.3743  1.5978  -0.5745  0.4177

***

Which of them is most stable? Easy: entry B.

***

Entry A
Density functional theory data (ωB97M-V with the def2-TZVPD basis set) for one molecule with the formula C5H11N3.

* E_HOMO: -7.0962 eV
* multiplicity: 1
* gap between HOMO and LUMO: 6.763 eV
* E_LUMO: -0.3 eV

Last column: natural (NBO) charge in e.
Element x y z (Å)
H  -2.3238  -0.4611  -0.9541  0.2250
H  1.3123  0.2002  -1.5585  0.3845
H  2.4487  0.4249  0.5744  0.3197
H  -2.0723  -0.3615  0.7909  0.2220
N  1.8160  0.7495  1.3026  -0.8576
C  -1.6008  -0.6351  -0.1535  -0.6468
H  1.3342  -2.4586  0.0996  0.4066
H  -0.1895  0.7645  1.9450  0.2115
C  -0.6320  1.6835  -0.5887  -0.6424
H  -1.2841  2.0677  0.1939  0.2167
C  0.5391  0.3250  1.2696  -0.1381
N  1.3061  -2.1744  1.0871  -0.6964
H  -1.1353  1.8333  -1.5465  0.2204
H  0.5672  -1.3079  -1.4455  0.3583
H  -1.3709  -1.6994  -0.1112  0.2111
H  0.3010  2.2454  -0.5585  0.2366
C  -0.3662  0.2007  -0.3943  0.2155
C  0.9017  -1.0916  1.4559  0.5814
N  0.4484  -0.3052  -1.4084  -0.8280

***

Entry B
Density functional theory data (ωB97M-V with the def2-TZVPD basis set) for one molecule with the formula C5H11N3.

* E_HOMO: -7.6310 eV
* multiplicity: 1
* gap between HOMO and LUMO: 8.162 eV
* E_LUMO: 0.5 eV

Last column: natural (NBO) charge in e.
Element x y z (Å)
H  1.6832  1.5789  -0.1639  0.2226
C  -0.5573  -1.0701  -0.4162  0.3104
C  1.4247  0.5214  -0.2147  -0.4237
N  -0.5238  1.8514  -1.9838  -0.7548
C  -0.9624  1.0563  -1.1060  0.3414
C  -0.1001  -2.2276  0.4196  -0.6956
H  1.9954  -0.0313  0.5309  0.2117
H  0.9894  -2.3259  0.4167  0.2164
H  0.1999  0.2565  2.1451  0.2107
H  -0.5319  -3.1392  0.0115  0.2535
H  -0.2166  1.8615  1.4916  0.2218
H  -0.4206  -2.1255  1.4606  0.2170
N  -1.2670  -0.9269  -1.4092  -0.5091
N  -0.0177  0.3435  0.0391  -0.3616
H  0.4084  1.6545  -2.3349  0.3361
H  -1.4460  0.5763  1.5616  0.2236
C  -0.3907  0.7887  1.3987  -0.4188
H  1.6616  0.1332  -1.2030  0.2279
H  -1.9285  1.2244  -0.6436  0.1708

***

Entry C
Density functional theory data (ωB97M-V with the def2-TZVPD basis set) for C5H11N3 as an isolated structure.

* E_HOMO (spin up / spin down): -7.8523 / -7.8629 eV
* multiplicity: 1
* gap between HOMO and LUMO (spin up / spin down): 7.544 / 7.554 eV
* E_LUMO (spin up / spin down): -0.3 / -0.3 eV

Last column: natural (NBO) charge in e.
Element x y z (Å)
H  -1.6714  1.6457  0.5865  0.1999
H  0.8874  -0.6851  -1.7192  0.2054
H  -2.1733  -0.8389  -0.2601  0.3460
H  -0.1562  2.4094  0.0536  0.1763
C  0.1803  -0.7692  1.0528  0.5108
H  0.1015  0.7126  -2.4884  0.2018
C  -0.7172  -2.0127  0.1838  0.0499
N  -0.4000  0.3665  -0.4659  -0.4425
H  1.7989  -0.6358  2.4273  0.2393
N  -1.5204  -1.4765  -0.7115  -0.4622
H  -1.4405  2.0876  -1.1181  0.2071
C  1.4318  -0.1311  1.5314  -0.7040
H  2.2056  -0.1609  0.7627  0.2402
C  -0.9404  1.6892  -0.2253  -0.4497
H  1.2303  0.9189  1.7548  0.2495
H  -0.1358  -2.8950  -0.0612  0.1867
N  -0.6555  -1.5285  1.5943  -0.4790
C  0.5462  0.3408  -1.5574  -0.4389
H  1.4285  0.9631  -1.3402  0.1633

***

Which of them is most stable? Easy: entry B.